A molecular structure, C7H10N2, computed with the ωB97M-V functional and the def2-TZVPD basis.

Geometry (Å):
C (-0.02646, 2.50948, 1.25258)
C (-0.81012, 1.07267, -0.57007)
C (-0.98172, -0.06056, -1.35192)
C (-0.20592, -1.26356, -0.99271)
C (-0.34201, -2.37446, -1.81624)
C (0.51639, -1.12232, 0.24174)
C (0.73541, 0.24280, 1.01075)
H (1.07288, 2.63208, 1.55140)
H (-0.57432, 2.30160, 2.55051)
H (-0.21378, 3.38088, 0.82395)
H (-1.45054, 2.10387, -0.86578)
H (-1.27170, 0.07812, -2.31521)
H (-1.23593, -2.83500, -1.44868)
H (0.29633, -3.30489, -0.86105)
H (0.40260, -2.25205, -2.69905)
H (0.82590, -2.12317, 0.60082)
H (1.94809, -0.50149, 2.26592)
N (-0.04839, 1.23886, 0.56374)
N (1.36329, 0.27715, 2.05930)

As for the energy above the lowest of the compared OMol25 structures with the same formula, charge and spin: 609.1 kJ/mol. The calculation puts the HOMO energy at -7.7 eV. The max |F| is 0.178 hartree/bohr. The HOMO-LUMO gap is 0.314 Ha. Its total energy is -10395.299 eV.

=====

A molecular structure, C7H10N2O, computed with the ωB97M-V functional and the def2-TZVPD basis.

Geometry (Å):
C (-1.30775, 1.02283, 0.09193)
C (1.55073, 1.46212, -0.20616)
C (-0.40595, 0.94899, -1.00506)
C (0.20501, -0.27888, -0.35752)
C (-2.35103, 2.00405, 0.39920)
C (0.25630, -1.66809, -0.97342)
C (2.42330, -0.64529, 0.93962)
N (-0.91176, -0.08653, 0.71795)
N (1.47384, 0.20701, 0.15854)
O (2.29338, 2.41512, -0.28269)
H (-0.21085, 1.42644, -1.89663)
H (-2.16269, 2.53468, 1.30956)
H (-3.26454, 1.41979, 0.89424)
H (-2.45777, 2.63730, -0.51967)
H (-0.55959, -1.82574, -1.63216)
H (0.05985, -2.40150, -0.13206)
H (1.15438, -1.79207, -1.49345)
H (3.38279, -0.66915, 0.41890)
H (2.73354, -0.07748, 1.89463)
H (2.03941, -1.61269, 0.84821)

As for the energy above the lowest of the compared OMol25 structures with the same formula, charge and spin: 470.9 kJ/mol. The calculation puts the HOMO energy (alpha / beta) at -7.8 / -7.8 eV. The max |F| is 0.079 hartree/bohr. The HOMO-LUMO gap (alpha / beta) is 0.305 / 0.305 Ha. Its total energy is -12444.568 eV.

=====

2 unconnected molecules or ions with the total composition C7H10N2O, computed with the ωB97M-V functional and the def2-TZVPD basis.

Geometry (Å):
C (-0.56118, -0.57984, 1.84533)
C (-1.22593, -0.87527, 0.65572)
N (-1.88599, 0.05599, -0.04697)
C (-1.86261, 1.29104, 0.47341)
C (-1.19778, 1.58652, 1.66314)
N (-0.53775, 0.65519, 2.36578)
H (-0.02828, -1.36315, 2.40035)
H (-1.22849, -1.89656, 0.25253)
H (-2.39548, 2.07443, -0.08154)
H (-1.19529, 2.60784, 2.06626)
C (0.66108, -0.97895, -2.14897)
C (1.37486, -0.87276, -0.82107)
C (1.68110, 0.52655, -0.33919)
O (1.68601, -1.86007, -0.17513)
H (0.49110, -2.03679, -2.41107)
H (1.26354, -0.51146, -2.94590)
H (-0.31492, -0.46747, -2.09983)
H (2.33232, 1.04553, -1.06250)
H (0.74890, 1.10531, -0.22673)
H (2.19479, 0.49389, 0.63635)

As for the energy above the lowest of the compared OMol25 structures with the same formula, charge and spin: 107.4 kJ/mol. The calculation puts the HOMO energy at -9.7 eV. The max |F| is 0.017 hartree/bohr. The HOMO-LUMO gap is 0.367 Ha. Its total energy is -12448.336 eV.

=====

2 unconnected molecules or ions with the total composition C7H10N2O, computed with the ωB97M-V functional and the def2-TZVPD basis.

Geometry (Å):
C (1.05494, 0.45321, -0.25604)
C (2.38782, 0.30065, -0.72699)
C (2.88057, -0.89855, -1.37171)
N (2.13022, -2.06377, -1.24086)
C (1.07086, -1.95021, -0.43769)
C (0.46551, -0.70416, -0.09834)
H (0.72464, 1.38735, 0.14005)
H (3.02786, 1.12763, -0.95653)
H (3.93174, -0.83057, -1.94660)
H (0.71347, -2.91385, 0.11213)
H (-0.49869, -0.90570, 0.24194)
C (-2.37676, -0.22409, 0.70768)
C (-1.56102, 0.93262, 1.15351)
N (-1.78906, 2.06424, 0.37203)
O (-0.80230, 0.90390, 2.09155)
H (-1.77581, -1.15912, 0.94901)
H (-2.61429, -0.11328, -0.37651)
H (-3.28683, -0.34932, 1.32934)
H (-1.17102, 2.85395, 0.60518)
H (-2.51186, 2.08907, -0.29114)

As for the energy above the lowest of the compared OMol25 structures with the same formula, charge and spin: 233.1 kJ/mol. The calculation puts the HOMO energy at -9.0 eV. The max |F| is 0.095 hartree/bohr. The HOMO-LUMO gap is 0.353 Ha. Its total energy is -12447.033 eV.

=====

C7H10N2O2 in the gas phase, computed with the ωB97M-V functional and the def2-TZVPD basis.

Geometry (Å):
C (1.48500, 0.29624, -1.79709)
C (1.71867, 0.53514, -0.37197)
C (2.02520, 1.28477, 0.64096)
C (1.77868, -0.18692, 0.95376)
C (0.61237, -0.71565, 1.68653)
N (-0.60879, -0.85773, 1.39137)
C (-1.40115, -0.49534, 0.35655)
C (-2.15409, -1.56813, -0.36300)
N (-1.64716, 0.74648, 0.05020)
O (-2.50355, 1.19399, -0.74195)
O (-0.94690, 1.72755, 0.79855)
H (0.42202, 0.12954, -1.97517)
H (2.02574, -0.59286, -2.12207)
H (1.80644, 1.15237, -2.38748)
H (2.23719, 2.21696, 1.09751)
H (2.66746, -0.77578, 1.19182)
H (0.87501, -1.15662, 2.64835)
H (-1.46424, -2.20971, -0.91086)
H (-2.85217, -1.10426, -1.05418)
H (-2.69698, -2.18466, 0.35048)
H (-1.37877, 2.56463, 0.55771)

As for the energy above the lowest of the compared OMol25 structures with the same formula, charge and spin: 665.7 kJ/mol. The calculation puts the HOMO energy at -7.7 eV. The max |F| is 0.033 hartree/bohr. The HOMO-LUMO gap is 0.311 Ha. Its total energy is -14490.158 eV.

=====

A molecular structure, C7H10N2O2, computed with the ωB97M-V functional and the def2-TZVPD basis.

Geometry (Å):
C (-0.72293, 1.69149, 0.96535)
C (0.45178, 1.05920, 0.40248)
C (-2.00186, 1.36262, 0.93455)
C (0.33331, -0.10471, -0.21153)
C (-2.44764, 0.03897, 0.32920)
C (-1.47637, -0.95714, -0.16555)
C (2.39399, -0.09983, -1.47543)
N (1.29363, -0.87506, -0.82086)
N (-1.52850, -1.23065, -1.56725)
O (-0.79066, -2.05769, -2.05429)
O (-2.33115, -0.61710, -2.27632)
H (-0.55586, 2.63448, 1.41650)
H (1.41989, 1.37660, 0.75148)
H (-2.73553, 1.94421, 1.51591)
H (-3.31539, -0.39211, 0.91815)
H (-2.98349, 0.28994, -0.66772)
H (-1.12726, -1.78251, 0.36649)
H (2.83120, -0.54480, -2.35987)
H (1.98940, 0.87429, -1.71323)
H (3.32076, -0.06266, -0.85117)
H (0.91253, -1.63496, -1.38385)

As for the energy above the lowest of the compared OMol25 structures with the same formula, charge and spin: 629.5 kJ/mol. The calculation puts the HOMO energy at -7.9 eV. The max |F| is 0.106 hartree/bohr. The HOMO-LUMO gap is 0.288 Ha. Its total energy is -14490.533 eV.

=====

> Which of these has the highest energy above the lowest of the compared OMol25 structures with the same formula, charge and spin?

number 5